{
  "formula": "C20H26ClNW",
  "method": "ωB97M-V/def2-TZVPD",
  "symbols": ["C", "C", "C", "C", "Cl", "H", "H", "H", "H", "H", "H", "H", "H", "H", "C", "C", "C", "H", "C", "C", "H", "H", "H", "H", "C", "C", "C", "H", "C", "C", "H", "H", "H", "H", "W", "N", "C", "C", "C", "C", "C", "C", "H", "H", "H", "H", "H", "H", "H"],
  "xyz": [[-4.49, 0.22, -0.84], [-5.23, -0.99, -0.29], [-4.70, 1.46, 0.03], [-4.82, 0.47, -2.30], [-2.36, -0.24, -0.71], [-5.78, 1.74, 0.03], [-4.11, 2.31, -0.35], [-4.39, 1.27, 1.07], [-6.33, -0.84, -0.41], [-5.03, -1.13, 0.78], [-4.97, -1.91, -0.83], [-5.92, 0.62, -2.41], [-4.53, -0.38, -2.93], [-4.33, 1.38, -2.67], [1.37, -0.39, 2.34], [0.64, 0.83, 2.11], [-0.75, 0.46, 1.89], [1.01, 1.83, 2.25], [-0.85, -1.01, 2.01], [0.44, -1.49, 2.29], [0.66, -2.54, 2.55], [2.44, -0.41, 2.58], [-1.58, 1.14, 1.84], [-1.79, -1.57, 1.93], [1.33, 0.80, -1.93], [1.98, 1.51, -0.83], [1.02, 2.38, -0.25], [3.06, 1.49, -0.58], [-0.23, 2.22, -0.94], [-0.03, 1.30, -2.00], [-0.76, 1.03, -2.75], [1.78, 0.17, -2.68], [1.22, 3.10, 0.54], [-1.15, 2.74, -0.72], [0.34, 0.20, -0.06], [1.78, -1.40, -0.44], [3.20, -1.40, -0.13], [3.66, -1.94, 1.09], [4.96, -1.70, 1.52], [5.82, -0.92, 0.75], [5.41, -0.47, -0.50], [4.09, -0.69, -0.95], [1.36, -2.21, 0.03], [1.64, -1.56, -1.44], [2.96, -2.48, 1.74], [5.30, -2.12, 2.48], [6.83, -0.72, 1.11], [6.09, 0.07, -1.15], [3.74, -0.25, -1.89]],
  "lowdin_spin": [0.0605, 0.0094, 0.0063, 0.0073, 0.0830, 0.0028, 0.0003, 0.0004, 0.0043, 0.0002, 0.0007, 0.0035, 0.0006, 0.0002, 0.0795, -0.0190, 0.0116, 0.0011, 0.0894, -0.0065, -0.0014, 0.0030, 0.0023, 0.0056, 0.0494, 0.0258, -0.0056, 0.0047, 0.0244, 0.0723, 0.0068, 0.0018, -0.0003, 0.0015, 1.4047, 0.0446, 0.0085, -0.0006, 0.0006, -0.0012, 0.0005, -0.0006, 0.0073, 0.0102, 0.0000, 0.0001, -0.0001, 0.0001, 0.0001],
  "max_force_ev_per_a": 4.49,
  "total_charge": 2,
  "relative_energy_ev": 0.000,
  "e_tot_ha": -1359.07511,
  "s2": 2.023,
  "homo_energy_ev": [-13.9674, -15.2479],
  "e_lumo_ev": [-7.639, -7.880],
  "gap_ha": [0.2326, 0.2708],
  "multiplicity": 3
}